1.
This record from OMol25 describes C4H9N in the gas phase at a distorted geometry. The level of theory is ωB97M-V with the def2-TZVPD basis set.

Results
- Max |F|: 5.29 eV Å⁻¹
- Lowest unoccupied orbital energy: 0.037 Ha
- Highest occupied orbital energy: -6.87 eV
- Frontier orbital gap: 7.86 eV

```
14
Properties=species:S:1:pos:R:3:forces:R:3
C 1.4592 0.6151 1.0635 -0.905 -0.164 2.343
C 0.4168 0.0605 0.4389 -0.420 -1.059 0.017
C -0.5844 -0.9101 1.1542 -0.720 5.142 1.006
N 0.2888 0.3733 -0.8758 -1.098 -2.605 1.509
C -0.8352 0.1151 -1.7077 0.996 -1.473 -0.550
H 1.3018 1.0975 1.9836 -0.424 -0.719 2.041
H 2.4406 0.7739 0.8476 2.318 0.834 -2.234
H -0.2888 -1.9153 1.3510 0.501 -0.479 -0.297
H -1.5105 -0.7750 0.5794 -0.138 -0.800 0.620
H -0.7254 -0.3349 2.1878 0.081 -1.550 -1.916
H 1.0803 0.8536 -1.1446 1.323 1.533 -1.370
H -1.2622 -0.9200 -1.4669 -0.239 1.999 -0.053
H -0.3766 -0.0848 -2.6588 -0.339 0.197 -1.047
H -1.4045 1.0512 -1.7521 -0.934 -0.856 -0.070
```
Positions in Å, forces in eV/Å.

2.
This record from OMol25 describes 2 unconnected molecules or ions with the total composition C4H9N at a distorted geometry. The level of theory is ωB97M-V with the def2-TZVPD basis set.

Results
- Max |F|: 1.80 eV Å⁻¹
- Lowest unoccupied orbital energy: 0.039 Ha
- Highest occupied orbital energy: -9.60 eV
- Frontier orbital gap: 10.65 eV

```
14
Properties=species:S:1:pos:R:3:forces:R:3
C 1.7064 -2.5841 1.0666 0.437 -1.145 -0.791
C 0.8791 -3.2574 1.8673 0.544 1.353 -0.605
C -0.5792 -2.9852 1.9807 -1.027 -1.344 0.616
H 2.7919 -2.6500 1.0912 -0.129 -0.279 0.428
H 1.3867 -2.1661 0.1200 -0.519 0.634 0.320
H 1.2627 -3.8548 2.6854 0.172 0.040 0.059
H -1.1072 -3.9388 2.1659 0.244 0.307 0.778
H -0.6321 -2.3039 2.8414 -0.606 -0.338 -0.073
H -1.2386 -2.6303 1.1972 0.883 0.773 -0.734
C -1.2925 4.1089 -2.1495 -0.583 0.436 0.507
N -0.5089 4.7369 -2.9141 0.296 -0.856 -0.097
H -2.2643 3.7711 -2.4948 -0.136 0.150 -0.402
H -1.1817 3.9557 -1.0688 0.605 -0.229 -0.144
H 0.3954 4.8706 -2.4582 -0.182 0.498 0.137
```
Positions in Å, forces in eV/Å.

3.
This record from OMol25 describes a gas-phase ion, C4H9N (charge +1) at a distorted geometry. The level of theory is ωB97M-V with the def2-TZVPD basis set.

Results
- <S²>: 0.7542
- Max |F|: 2.57 eV Å⁻¹
- Lowest unoccupied orbital energy (alpha / beta): -0.124 / -0.298 Ha
- 2S+1: 2
- Charge: +1
- Highest occupied orbital energy (alpha / beta): -16.56 / -16.60 eV
- Frontier orbital gap (alpha / beta): 13.20 / 8.50 eV

```
14
Properties=species:S:1:pos:R:3:forces:R:3
N 0.7187 1.0867 0.2069 -0.226 0.507 -1.384
C -0.6382 0.9748 0.5951 -2.391 -0.943 -0.151
C -1.1450 -0.3875 0.0534 0.915 -0.762 0.130
C 0.1441 -1.1660 -0.2111 1.424 0.420 -0.409
C 1.2777 -0.0907 -0.4194 -1.484 -1.225 0.621
H 0.9721 1.9732 -0.2294 0.454 0.211 0.670
H -1.2942 1.7239 0.1328 0.721 0.600 0.106
H -0.8955 1.0529 1.6620 0.805 0.152 0.130
H -1.7250 -0.2562 -0.8607 0.009 0.092 0.136
H -1.7137 -0.9658 0.7748 -0.361 0.345 0.038
H 0.1510 -1.8701 -1.0440 -0.301 0.168 0.020
H 0.5240 -1.7080 0.6457 -0.629 -0.336 0.363
H 1.5121 0.1222 -1.4590 0.370 0.232 -0.019
H 2.1120 -0.4894 0.1530 0.694 0.540 -0.252
```
Positions in Å, forces in eV/Å.

4.
This record from OMol25 describes a gas-phase ion, C4H9N2 (charge +1) at a distorted geometry. The level of theory is ωB97M-V with the def2-TZVPD basis set.

Results
- Max |F|: 5.02 eV Å⁻¹
- Lowest unoccupied orbital energy: -0.121 Ha
- Charge: +1
- Highest occupied orbital energy: -11.96 eV
- Frontier orbital gap: 8.68 eV

```
15
Properties=species:S:1:pos:R:3:forces:R:3
C -1.9210 0.9230 -0.1826 -0.981 0.989 -0.115
C -2.5400 -0.2957 0.3150 4.777 1.284 -0.829
C -0.0741 -0.9996 -0.0764 -1.132 -1.906 0.170
C 2.2243 0.1044 0.4876 -0.537 -0.987 -0.236
N -1.2408 -0.3536 0.0582 -1.520 -1.267 0.155
N 1.0576 -0.1474 -0.4251 -0.668 0.600 2.835
H -2.1980 1.3474 -1.1393 0.346 -0.570 -0.800
H -1.6007 1.7264 0.4387 0.200 0.402 1.078
H -3.2966 -0.9201 0.5820 -1.905 -1.465 0.592
H -0.0376 -2.1491 -0.3163 0.081 2.744 0.689
H 1.8431 0.6225 1.3038 -0.512 0.658 1.689
H 2.7085 -0.8003 0.7500 0.109 -0.973 0.426
H 2.9397 0.7047 0.0043 0.692 0.878 -0.981
H 1.4024 -0.5453 -1.2062 1.675 -1.107 -3.850
H 0.7332 0.7827 -0.5937 -0.623 0.720 -0.823
```
Positions in Å, forces in eV/Å.

5.
This record from OMol25 describes 2 unconnected molecules or ions with the total composition C4H9N2 at a distorted geometry. The level of theory is ωB97M-V with the def2-TZVPD basis set.

Results
- Max |F|: 4.35 eV Å⁻¹
- Lowest unoccupied orbital energy (alpha / beta): -0.219 / -0.231 Ha
- Charge: +1
- Highest occupied orbital energy (alpha / beta): -13.18 / -13.04 eV
- Frontier orbital gap (alpha / beta): 7.23 / 6.75 eV

```
15
Properties=species:S:1:pos:R:3:forces:R:3
C 1.0520 0.6842 2.0124 -0.472 -0.549 -0.847
C 1.1735 -0.7633 1.7661 0.304 -0.503 0.296
C -0.1911 -1.4803 -1.4730 -0.225 2.061 1.642
C -0.9496 1.5903 -0.3078 -0.241 0.836 0.279
N 0.3595 0.2112 1.0439 1.383 0.867 1.661
N -0.5406 0.3071 0.1653 -0.686 -3.223 -2.832
H 1.1713 1.5285 2.6452 0.027 0.524 0.160
H 2.0420 -1.1494 1.2426 0.037 0.052 -0.162
H 0.6770 -1.4811 2.4111 -0.237 0.039 -0.024
H 0.8124 -1.1999 -1.7341 0.235 -0.021 -0.091
H -0.3625 -2.2574 -0.7548 -0.057 -0.242 0.157
H -0.9934 -1.1716 -2.1149 -0.239 0.047 -0.136
H -1.7293 1.9656 0.3652 0.061 0.125 -0.087
H -0.1275 2.3094 -0.3449 0.038 -0.003 -0.074
H -1.3958 1.4817 -1.2935 0.073 -0.012 0.059
```
Positions in Å, forces in eV/Å.

6.
This record from OMol25 describes 2 unconnected molecules or ions with the total composition C4H9N2 at a distorted geometry. The level of theory is ωB97M-V with the def2-TZVPD basis set.

Results
- Max |F|: 3.92 eV Å⁻¹
- Lowest unoccupied orbital energy: -0.187 Ha
- Charge: +1
- Highest occupied orbital energy: -13.71 eV
- Frontier orbital gap: 8.63 eV

```
15
Properties=species:S:1:pos:R:3:forces:R:3
C 1.9844 -0.4048 -0.8157 1.195 -0.482 2.024
C -2.6297 -0.6127 0.2876 -0.248 -2.145 -0.871
C 2.2720 0.6617 0.1673 -1.337 0.787 -1.915
C -1.5552 0.1700 -0.4009 -1.700 0.622 2.801
N 1.0324 -0.1449 0.2007 -2.029 -0.184 3.345
N -2.0643 0.6881 0.6647 0.408 -2.107 -1.803
H 1.6214 -0.1844 -1.7430 -0.549 0.718 -2.465
H 2.5206 -1.2923 -0.7182 0.937 -1.351 -0.177
H -3.6360 -0.8024 -0.1778 0.907 1.286 0.270
H -2.3865 -1.5771 0.7882 0.480 1.300 0.351
H 2.8811 0.4510 0.9714 1.569 -0.341 1.293
H 2.2546 1.7000 -0.1656 -0.360 -0.259 0.250
H 1.0758 -0.7411 1.1130 0.009 0.988 -2.546
H -2.2596 1.5561 1.1022 -0.139 0.905 0.485
H -1.1111 0.5328 -1.2739 0.855 0.264 -1.042
```
Positions in Å, forces in eV/Å.

| no. | E_tot (hartree) |
| --- | --- |
| 1 | -212.4488 |
| 2 | -212.4771 |
| 3 | -212.2343 |
| 4 | -266.8924 |
| 5 | -266.8238 |
| 6 | -266.8963 |